Record 1
{"formula": "C32H28FN4NiOPS", "method": "ωB97M-V/def2-TZVPD", "elements": ["C", "C", "C", "N", "N", "C", "C", "H", "C", "C", "H", "H", "H", "C", "C", "C", "C", "C", "H", "H", "H", "O", "C", "H", "C", "C", "C", "H", "H", "H", "C", "H", "C", "H", "C", "Ni", "H", "H", "C", "C", "H", "H", "C", "H", "H", "F", "H", "C", "C", "H", "H", "C", "S", "C", "H", "H", "C", "H", "N", "H", "C", "N", "P", "H", "C", "C", "C", "H", "C"], "positions_angstrom": [[-3.083, 0.493, -2.805], [3.675, 2.225, -2.069], [-4.042, 2.116, 1.991], [1.162, -4.977, -1.646], [-0.669, -2.111, -2.196], [1.255, 1.177, 2.497], [-0.119, -3.997, 3.277], [-4.028, -0.031, -2.820], [2.709, 1.283, -1.723], [-1.826, 1.770, 2.857], [2.121, -5.222, -1.490], [-1.258, -0.875, 3.919], [-4.466, 1.195, 0.098], [4.118, 2.262, -3.374], [-3.063, -2.534, -2.594], [-1.800, 2.508, -2.864], [1.848, 0.695, 3.658], [-1.510, 0.998, 1.743], [3.219, 1.104, 5.255], [-2.765, -3.575, -2.668], [-0.162, -5.001, 3.678], [0.483, 0.135, 0.069], [2.180, 0.385, -2.654], [-3.334, 2.928, 3.847], [-3.728, 1.352, 0.874], [-0.730, -1.678, 3.417], [-0.016, -1.424, 2.248], [4.086, 2.915, -1.343], [3.788, 3.360, 4.427], [1.609, -0.297, 4.018], [-1.847, -1.677, -2.475], [-1.080, 1.949, 3.622], [2.685, 0.453, -3.956], [0.434, -5.653, -1.499], [3.077, 2.749, 3.887], [0.767, -0.824, -2.268], [-3.941, 2.450, -3.011], [2.360, 1.243, -0.698], [2.492, 3.233, 2.722], [0.636, -2.462, 1.587], [4.029, 1.440, -5.341], [-3.705, -2.424, -1.715], [-2.466, 0.794, 0.750], [2.327, -0.243, -4.707], [2.749, 4.217, 2.353], [5.056, 3.179, -3.726], [-2.206, 0.206, -0.121], [-3.029, 1.875, -2.906], [0.826, -3.687, -1.860], [1.083, -4.555, 1.588], [-1.333, -3.162, 4.840], [0.581, -3.748, 2.106], [2.110, -2.525, -1.991], [2.757, 1.484, 4.353], [0.334, 2.168, -2.713], [1.137, 2.819, 1.114], [3.644, 1.389, -4.330], [-5.028, 2.553, 2.088], [-0.463, -3.434, -1.976], [-3.648, -2.257, -3.472], [-0.657, 1.733, -2.737], [-0.704, 0.409, -2.648], [0.099, 0.212, 1.503], [1.165, -2.260, 0.662], [-3.092, 2.326, 2.981], [-0.777, -2.963, 3.933], [1.585, 2.450, 2.029], [-1.715, 3.583, -2.935], [-1.899, -0.216, -2.663]], "forces_ev_per_a": [[0.0, 0.0, 0.0], [0.0, 0.0, 0.0], [0.0, 0.0, 0.0], [0.0, 0.0, 0.1], [0.0, 0.1, 0.0], [0.0, 0.0, 0.0], [0.0, 0.0, 0.0], [0.0, 0.0, 0.0], [0.0, 0.0, 0.1], [0.0, 0.0, 0.0], [0.0, 0.0, 0.0], [0.0, 0.0, 0.0], [0.0, 0.0, 0.0], [0.0, 0.0, 0.0], [0.0, 0.0, 0.0], [0.0, 0.0, 0.0], [0.0, 0.0, 0.0], [0.0, 0.0, 0.0], [0.0, 0.0, 0.0], [0.0, 0.0, 0.0], [0.0, 0.0, 0.0], [-0.2, 0.1, 0.1], [0.0, 0.0, 0.0], [0.0, 0.0, 0.0], [0.0, 0.0, 0.0], [0.0, 0.0, 0.0], [0.0, 0.0, 0.0], [0.0, 0.0, 0.0], [0.0, 0.0, 0.0], [0.0, 0.0, 0.0], [0.0, 0.0, 0.0], [0.0, 0.0, 0.0], [0.0, 0.0, 0.0], [0.0, 0.0, 0.0], [0.0, 0.0, 0.0], [0.1, -0.2, -0.2], [0.0, 0.0, 0.0], [0.0, 0.0, 0.0], [0.0, 0.0, 0.0], [0.0, 0.0, 0.0], [0.0, 0.0, 0.0], [0.0, 0.0, 0.0], [0.0, 0.0, 0.0], [0.0, 0.0, 0.0], [0.0, 0.0, 0.0], [0.0, 0.0, 0.0], [0.0, 0.0, 0.0], [0.0, 0.0, 0.0], [0.0, 0.0, -0.1], [0.0, 0.0, 0.0], [0.0, 0.0, 0.0], [0.0, 0.0, 0.0], [-0.1, 0.1, 0.0], [0.0, 0.0, 0.0], [0.0, 0.0, 0.0], [0.0, 0.0, 0.0], [0.0, 0.0, 0.0], [0.0, 0.0, 0.0], [0.0, 0.0, 0.0], [0.0, 0.0, 0.0], [0.0, 0.0, 0.0], [0.0, 0.0, 0.1], [0.0, -0.1, 0.0], [0.0, 0.0, 0.0], [0.0, 0.0, 0.0], [0.0, 0.0, 0.0], [0.0, 0.0, 0.0], [0.0, 0.0, 0.0], [0.0, 0.0, 0.0]], "fmax_ha_per_bohr": 0.0060, "relative_energy_ev": 0.2464, "e_homo_ev": -7.5, "orbital_gap_ev": 7.4}

***

Record 2
{"formula": "C32H28IN2O4ReSTe", "method": "ωB97M-V/def2-TZVPD", "elements": ["C", "H", "I", "H", "C", "C", "H", "C", "C", "H", "C", "C", "C", "C", "N", "C", "H", "H", "O", "S", "H", "O", "H", "C", "Te", "C", "H", "H", "C", "H", "O", "H", "H", "H", "C", "N", "C", "H", "C", "C", "H", "H", "H", "C", "H", "C", "H", "C", "C", "C", "C", "Re", "H", "H", "C", "C", "C", "H", "H", "C", "O", "C", "H", "C", "C", "C", "H", "H", "C", "H"], "positions_angstrom": [[3.270, -0.244, -0.190], [-1.608, 1.145, 2.911], [1.924, 6.414, -5.897], [-3.775, -0.555, -1.468], [1.339, -3.004, -2.648], [1.575, -4.230, -0.590], [-2.689, -3.696, -3.376], [2.550, -0.063, 0.987], [-3.807, -0.742, -0.403], [-5.928, -0.809, -0.272], [-0.774, 1.768, 3.206], [1.481, 4.980, -4.499], [0.879, 3.048, -2.610], [-2.184, -3.184, -4.194], [-4.506, -1.906, 4.518], [0.204, -4.137, -0.354], [0.089, 3.953, -5.785], [-5.916, -1.208, 2.180], [-2.503, -0.879, 4.244], [-1.010, -2.021, -3.559], [-0.454, 2.235, -4.109], [-0.263, 1.079, -1.967], [2.276, 4.105, -1.331], [-0.615, -3.495, -1.269], [0.591, 0.578, 0.849], [0.567, 2.067, -1.638], [-1.652, -1.121, 2.059], [2.204, -4.757, 0.115], [2.139, -3.674, -1.728], [2.842, -0.020, -1.161], [-1.890, -1.146, -2.590], [0.129, 3.980, 5.596], [4.830, -1.012, 3.278], [-4.375, -1.980, 5.516], [4.390, -0.794, 2.315], [-2.608, -0.818, 0.231], [4.581, -0.682, -0.093], [3.202, -3.767, -1.908], [-0.030, -2.938, -2.414], [3.081, -0.337, 2.244], [1.764, -2.572, -3.544], [6.158, -1.298, 1.219], [-1.781, 2.578, 4.910], [-2.605, -1.056, 1.556], [2.505, -0.199, 3.149], [-3.540, -1.333, 3.792], [2.459, 2.527, 2.314], [0.561, 3.971, -4.813], [2.100, 5.028, -3.242], [-0.867, 2.571, 4.333], [0.213, 3.353, 4.718], [-0.916, -0.424, -0.894], [2.805, 5.814, -3.014], [-5.301, -2.370, 4.113], [1.536, 2.541, 2.878], [1.404, 3.345, 3.996], [-4.981, -1.125, 1.640], [-1.632, -3.884, -4.822], [-2.887, -2.617, -4.803], [5.134, -0.956, 1.154], [1.080, 2.113, -0.458], [0.262, 3.010, -3.878], [2.233, 3.966, 4.308], [-3.761, -1.213, 2.296], [1.803, 4.071, -2.304], [-4.997, -0.890, 0.270], [-0.228, -4.599, 0.523], [-1.688, -3.458, -1.113], [0.431, 1.771, 2.509], [5.178, -0.800, -0.987]], "forces_ev_per_a": [[0.1, 0.0, 0.0], [0.0, 0.0, 0.0], [0.0, 0.1, -0.1], [0.0, 0.0, 0.0], [-0.1, -0.1, 0.0], [0.0, 0.0, 0.0], [0.0, 0.0, 0.0], [0.0, 0.0, 0.0], [0.0, 0.0, 0.0], [0.0, 0.0, 0.0], [0.1, 0.1, 0.1], [0.0, 0.0, 0.0], [0.0, 0.1, 0.0], [0.0, -0.1, 0.1], [0.0, 0.0, 0.0], [0.0, 0.0, 0.0], [0.0, 0.0, 0.0], [0.0, 0.0, 0.0], [0.0, 0.0, 0.0], [-0.2, 0.4, -0.2], [0.0, 0.0, 0.0], [-0.1, 0.1, 0.1], [0.0, 0.0, 0.0], [0.0, 0.2, 0.1], [-0.1, -0.3, -0.3], [-0.2, -0.3, 0.2], [0.0, 0.0, 0.0], [0.0, 0.0, 0.0], [0.0, 0.0, 0.0], [0.0, 0.0, 0.0], [0.1, -0.1, -0.2], [0.0, 0.0, 0.0], [0.0, 0.0, 0.0], [0.0, 0.0, 0.0], [0.0, 0.0, 0.0], [-0.2, 0.1, 0.1], [0.0, 0.0, 0.0], [0.0, 0.0, 0.0], [0.1, 0.0, 0.1], [0.0, 0.0, -0.1], [0.0, 0.0, 0.0], [0.0, 0.0, 0.0], [0.0, 0.0, 0.0], [-0.1, -0.1, 0.0], [0.0, 0.0, 0.0], [0.0, 0.0, 0.0], [0.0, 0.0, 0.0], [0.0, -0.1, 0.1], [-0.1, -0.1, 0.0], [-0.1, -0.1, 0.0], [0.0, 0.0, 0.0], [0.7, 0.1, 0.1], [0.0, 0.0, 0.0], [0.0, 0.0, 0.0], [-0.1, 0.1, 0.2], [0.1, 0.0, -0.1], [-0.1, 0.0, 0.0], [0.0, 0.0, 0.0], [0.0, 0.0, 0.0], [0.0, 0.0, 0.0], [0.0, 0.1, -0.2], [0.0, 0.0, 0.0], [0.0, 0.0, 0.0], [0.1, 0.0, 0.0], [0.0, 0.0, 0.0], [0.0, 0.0, 0.0], [0.0, 0.0, 0.0], [0.0, 0.0, -0.1], [-0.1, 0.0, -0.1], [0.0, 0.0, 0.0]], "fmax_ha_per_bohr": 0.0149, "relative_energy_ev": 1.1009, "total_charge": 3, "e_homo_ev": [-15.3, -15.3], "orbital_gap_ev": [5.5, 5.7], "spin_multiplicity": 2}

***

Record 3
{"formula": "C32H28N5O3Pd", "method": "ωB97M-V/def2-TZVPD", "elements": ["N", "C", "H", "H", "H", "C", "C", "C", "C", "H", "C", "C", "H", "H", "H", "C", "C", "N", "O", "H", "N", "C", "C", "H", "C", "H", "H", "H", "C", "C", "O", "N", "H", "C", "C", "C", "C", "C", "H", "H", "C", "N", "H", "H", "C", "C", "H", "H", "H", "C", "H", "O", "C", "C", "C", "C", "C", "H", "Pd", "C", "H", "H", "H", "C", "H", "H", "C", "H", "C"], "positions_angstrom": [[0.720, -1.970, -1.535], [-1.851, 2.451, 0.182], [1.834, 0.132, 4.412], [2.454, 1.798, 3.293], [-2.403, -1.849, 2.861], [4.212, -2.053, -0.555], [2.387, 1.553, 0.156], [-0.754, -0.607, 2.310], [-3.720, -2.034, -3.398], [-4.517, -2.499, -3.963], [2.983, 2.080, 1.251], [-2.729, 2.385, 1.329], [2.134, -3.366, 1.075], [3.820, 2.746, 1.364], [0.500, -1.209, 5.957], [-2.487, -2.659, -3.289], [0.883, -0.266, 4.076], [2.289, 1.577, 2.327], [0.142, -3.695, -2.932], [4.811, -2.089, 0.346], [-1.890, 1.601, -0.844], [2.839, -2.079, -0.455], [4.831, -2.020, -1.798], [1.166, -1.918, 0.907], [0.145, -1.032, 4.951], [2.603, -1.617, -5.033], [1.530, -2.929, -4.533], [-4.133, 1.286, 2.483], [2.706, -2.059, -2.953], [-1.499, -2.031, -2.550], [-1.271, -0.411, 1.115], [-1.703, -0.857, -1.960], [-2.274, -3.612, -3.751], [2.052, -2.066, -1.665], [-0.773, 3.416, 0.154], [-0.139, -2.650, -2.392], [-2.880, -0.247, -2.064], [2.182, -2.292, 0.872], [0.269, 2.707, -1.596], [4.588, -1.969, -3.929], [-1.482, -1.402, 3.215], [1.337, 0.749, 0.553], [-0.681, 4.148, -1.841], [-1.196, 4.738, 3.231], [1.305, 0.763, 1.881], [1.943, -1.965, -4.241], [2.635, 1.693, -0.882], [-4.700, 1.683, 0.853], [1.112, -1.259, -4.165], [-0.556, 4.213, 1.249], [-3.062, 3.143, 3.284], [-4.102, 1.682, -1.458], [-0.030, 3.639, -1.125], [-3.924, -0.811, -2.780], [4.078, -2.019, -2.976], [0.452, -0.025, 2.764], [-2.446, 3.209, 2.395], [-1.638, -2.210, 5.179], [-0.191, -0.109, -0.630], [-1.378, 4.105, 2.372], [5.912, -1.998, -1.859], [-3.499, 0.406, 1.092], [0.849, 4.258, -0.959], [-3.834, 1.383, 1.441], [0.233, 4.955, 1.226], [-4.863, -0.279, -2.840], [-3.045, 1.092, -1.386], [2.762, -1.833, 1.672], [-1.049, -1.598, 4.507]], "forces_ev_per_a": [[0.0, -0.1, 0.0], [0.0, 0.0, 0.0], [0.0, 0.0, 0.0], [0.0, 0.0, 0.0], [0.0, 0.0, 0.0], [0.0, 0.0, 0.1], [-0.1, 0.0, -0.1], [-0.1, 0.1, -0.1], [0.0, 0.0, 0.0], [0.0, 0.0, 0.0], [0.1, 0.0, 0.1], [0.0, 0.0, 0.0], [0.0, 0.0, 0.0], [0.0, 0.0, 0.0], [0.0, 0.0, 0.0], [0.0, 0.0, 0.0], [-0.1, 0.0, 0.0], [0.0, 0.0, 0.0], [-0.1, -0.1, 0.2], [0.0, 0.0, 0.0], [-0.2, 0.1, 0.0], [0.0, 0.0, 0.0], [0.1, 0.0, 0.0], [0.0, 0.0, 0.0], [0.1, 0.0, 0.0], [0.0, 0.0, 0.0], [0.1, 0.0, 0.0], [0.0, 0.0, 0.0], [0.0, 0.0, 0.0], [0.0, -0.1, 0.0], [0.0, -0.3, 0.1], [-0.1, 0.0, 0.0], [0.0, 0.0, 0.0], [0.0, 0.0, 0.0], [0.0, 0.1, 0.0], [0.0, 0.0, -0.1], [0.0, 0.0, 0.0], [0.1, -0.1, 0.0], [0.0, -0.1, 0.0], [0.0, 0.0, 0.0], [0.0, 0.0, 0.1], [0.2, 0.1, 0.1], [0.0, 0.0, 0.0], [0.0, 0.0, 0.0], [-0.1, 0.0, 0.0], [0.1, 0.1, -0.1], [0.0, 0.0, 0.0], [0.0, 0.0, 0.0], [0.0, 0.0, 0.0], [0.0, 0.0, 0.0], [0.0, 0.0, 0.0], [0.0, 0.0, 0.0], [0.1, 0.0, 0.1], [0.0, 0.0, 0.0], [0.0, 0.0, 0.0], [0.0, 0.0, 0.0], [0.0, 0.0, 0.0], [0.0, 0.0, 0.0], [0.2, 0.2, -0.1], [0.0, 0.0, 0.0], [0.0, 0.0, 0.0], [0.0, 0.0, 0.0], [0.0, 0.0, 0.0], [0.0, 0.0, 0.0], [0.0, 0.0, 0.0], [0.0, 0.0, 0.0], [0.0, 0.0, 0.0], [0.0, 0.0, 0.0], [-0.1, 0.0, 0.0]], "fmax_ha_per_bohr": 0.0058, "relative_energy_ev": 0.2024, "total_charge": 1, "e_homo_ev": [-10.4, -10.3], "orbital_gap_ev": [7.5, 4.8], "spin_multiplicity": 5}